{"formula": "C6H20N6O4", "method": "wB97M-V/def2-TZVPD", "lumo_ev": 0.4, "smiles": "NC(N)=O.NC(N)=O.NC(N)=O.CC(C)O", "species": ["N", "C", "N", "O", "H", "H", "H", "H", "N", "C", "N", "O", "H", "H", "H", "H", "N", "C", "N", "O", "H", "H", "H", "H", "C", "C", "C", "O", "H", "H", "H", "H", "H", "H", "H", "H"], "xyz": [[-2.54358, -4.52052, 5.76830], [-1.62350, -3.62434, 5.56978], [-1.64092, -3.22686, 4.33825], [-1.10443, -3.07368, 6.45897], [-3.04628, -4.97563, 5.01978], [-2.60340, -4.75645, 6.74854], [-2.36317, -3.64284, 3.76779], [-0.95547, -2.60835, 3.92875], [-2.87527, 1.82614, -3.31200], [-2.91192, 1.02201, -4.30335], [-2.62486, -0.19357, -3.93164], [-3.34471, 1.19937, -5.43898], [-3.31498, 2.73535, -3.32164], [-2.20925, 1.66314, -2.57042], [-2.67696, -0.82492, -4.71827], [-2.01957, -0.38762, -3.14674], [0.39642, 4.99987, 2.78227], [1.03271, 4.75913, 1.66344], [2.12924, 5.49631, 1.57639], [0.58668, 4.02238, 0.78807], [-0.50012, 4.57538, 2.97233], [0.82123, 5.63135, 3.44625], [2.76444, 5.43949, 0.79321], [2.40587, 6.03339, 2.38578], [2.45427, -2.88362, -2.15695], [2.42112, -1.38536, -1.89775], [2.60272, -0.41258, -2.99355], [1.24747, -1.07153, -1.07857], [2.34092, -3.39561, -1.20137], [3.34580, -3.34797, -2.57844], [1.70173, -3.29902, -2.82718], [3.26304, -1.12160, -1.25768], [1.91362, -0.75983, -3.76339], [3.58766, -0.34294, -3.45521], [2.32135, 0.61470, -2.76201], [1.02224, -0.16323, -1.29272]]}

{"formula": "Ca3H6N2O9", "method": "wB97M-V/def2-TZVPD", "lumo_ev": -15.0, "total_charge": 4, "species": ["Ca", "Ca", "Ca", "N", "O", "O", "O", "N", "O", "O", "O", "O", "H", "H", "O", "H", "H", "O", "H", "H"], "xyz": [[-19.92650, -4.45570, -8.52026], [-15.46155, -3.63437, -4.36292], [-14.27223, -6.51570, -10.33255], [-19.96473, -6.30961, -5.40659], [-19.50557, -6.07987, -4.26491], [-19.96798, -5.44754, -6.28840], [-20.49445, -7.43233, -5.70684], [-16.52820, -5.47108, -7.58690], [-15.58271, -5.71952, -8.32030], [-16.29311, -5.03684, -6.46715], [-17.71726, -5.56639, -7.98589], [-18.14757, -8.75188, -6.81846], [-17.48464, -8.49918, -6.17589], [-18.67243, -7.96152, -6.94530], [-14.64805, -5.86242, -4.23391], [-14.24508, -6.04775, -3.38568], [-14.23178, -6.47821, -4.83703], [-14.14465, -3.07848, -7.02033], [-14.20428, -2.51802, -7.79399], [-14.61363, -3.87619, -7.26515]]}

{"formula": "C21H45BFNO15PS", "method": "wB97M-V/def2-TZVPD", "lumo_ev": 2.2, "total_charge": -1, "species": ["C", "C", "P", "C", "C", "B", "O", "C", "C", "C", "C", "O", "C", "C", "C", "O", "C", "N", "S", "O", "O", "F", "O", "H", "H", "H", "H", "H", "H", "H", "H", "H", "H", "H", "H", "H", "H", "H", "H", "H", "H", "H", "H", "H", "H", "H", "H", "H", "H", "H", "C", "O", "C", "O", "O", "C", "H", "H", "H", "H", "H", "H", "C", "O", "C", "O", "O", "C", "H", "H", "H", "H", "H", "H", "C", "O", "C", "O", "O", "C", "H", "H", "H", "H", "H", "H"], "xyz": [[-3.85450, -4.97375, 1.92821], [-3.64112, -3.95509, 0.80295], [-3.28362, -2.23551, 1.41693], [-4.92689, -1.39999, 1.09328], [-4.79938, 0.05293, 0.63469], [-2.18987, -1.62115, -0.09538], [-1.76919, -0.21035, -0.07486], [-0.74333, -0.20075, -1.01963], [-0.05846, 1.14520, -1.24071], [0.47227, 1.94453, -0.04709], [0.78641, 3.37234, -0.48527], [-0.47737, 2.03992, 0.99530], [0.05187, -1.51787, -0.74423], [0.73673, -2.12800, -1.97807], [-0.24526, -2.77227, -2.94298], [0.44064, -3.91197, -3.51777], [-0.76483, -1.86536, -4.09039], [-0.07743, -0.56872, -4.23405], [1.36423, -1.38823, 0.56325], [1.03116, -0.47662, 1.60964], [1.85627, -2.68438, 0.90369], [2.55341, -0.69506, -0.25103], [-0.84383, -2.34655, -0.11805], [-2.90369, -5.24413, 2.38949], [-4.50641, -4.57430, 2.70660], [-4.30702, -5.89718, 1.55121], [-4.52716, -3.93153, 0.16116], [-2.80635, -4.27480, 0.17406], [-5.49880, -1.42682, 2.02356], [-5.48146, -1.97473, 0.34498], [-4.28998, 0.12438, -0.32383], [-5.78706, 0.51508, 0.53798], [-4.22883, 0.64150, 1.35536], [-2.77467, -1.89494, -1.16791], [-1.18613, -0.45128, -1.99706], [0.76734, 0.96209, -1.93712], [-0.78105, 1.78205, -1.76202], [1.40237, 1.49069, 0.30696], [-0.13388, 3.95981, -0.47555], [1.18829, 3.38892, -1.50047], [1.50893, 3.85167, 0.17608], [-0.74722, 1.14464, 1.24478], [1.36524, -1.39210, -2.47720], [1.37918, -2.93565, -1.62242], [-1.09164, -3.14326, -2.36388], [-0.22896, -4.55059, -3.77618], [-1.84379, -1.73978, -3.96522], [-0.60255, -2.42701, -5.01099], [0.07370, -0.38404, -5.21766], [-0.66446, 0.18714, -3.90171], [3.26431, -5.07144, 2.17925], [3.37748, -5.97926, 3.29499], [4.50739, -5.89046, 3.97336], [5.43786, -5.16174, 3.73916], [4.46093, -6.76812, 4.98833], [5.62633, -6.76690, 5.80987], [2.29548, -5.26493, 1.73442], [3.30607, -4.04176, 2.51704], [4.06098, -5.26458, 1.46347], [5.77562, -5.78959, 6.26626], [6.50910, -7.02990, 5.22877], [5.44723, -7.51453, 6.57764], [-1.76359, 5.86703, -4.55372], [-1.19980, 4.55685, -4.46269], [-0.27329, 4.28777, -5.37971], [0.09886, 5.03451, -6.24889], [0.17056, 3.05096, -5.16923], [1.18583, 2.61547, -6.07663], [-2.48937, 5.92930, -3.74894], [-0.99253, 6.62438, -4.42440], [-2.25333, 6.00685, -5.51590], [2.06552, 3.25237, -6.00549], [0.81431, 2.61680, -7.10020], [1.43577, 1.60369, -5.77021], [0.72008, 4.13870, 3.23861], [0.41057, 5.52935, 3.45756], [1.18190, 6.14287, 4.33814], [2.09794, 5.66290, 4.95635], [0.77680, 7.41837, 4.43826], [1.53246, 8.19647, 5.36443], [0.01542, 3.77428, 2.49974], [1.73786, 4.03601, 2.86721], [0.61209, 3.57928, 4.16557], [2.57974, 8.23832, 5.06902], [1.45915, 7.78029, 6.36800], [1.09642, 9.19124, 5.33913]]}

{"formula": "C4H6O2", "method": "wB97M-V/def2-TZVPD", "lumo_ev": 0.5, "species": ["C", "C", "C", "C", "O", "O", "H", "H", "H", "H", "H", "H"], "xyz": [[0.82310, 0.26787, 0.35574], [-0.89455, -0.26799, -0.34932], [1.70591, 1.10280, -0.62943], [-1.63894, -1.07435, 0.61934], [1.18957, -0.34508, 1.31549], [-1.23228, 0.28979, -1.35409], [2.14671, 0.40307, -1.35877], [1.12940, 1.86212, -1.09769], [2.45962, 1.55502, -0.10278], [-0.95154, -1.67175, 1.17623], [-2.26661, -0.49978, 1.34920], [-2.47039, -1.62172, 0.07607]]}

{"formula": "C9H24ClI2InN2P2S", "method": "wB97M-V/def2-TZVPD", "lumo_ev": [-9.7, -9.8], "total_charge": 2, "species": ["I", "I", "In", "P", "C", "C", "H", "H", "H", "H", "H", "H", "C", "H", "H", "H", "P", "C", "C", "H", "H", "H", "C", "H", "H", "H", "H", "H", "H", "Cl", "S", "C", "N", "C", "C", "N", "H", "H", "H", "H", "H", "H"], "xyz": [[-0.01116, -0.75398, 0.59426], [-0.31812, 2.79777, -0.91109], [-0.69374, -1.57453, -3.32348], [1.98641, -0.39038, -1.85446], [3.26590, 0.25078, -0.67209], [2.76991, -2.09530, -1.99017], [3.79882, -1.95001, -2.37516], [3.93703, 0.01524, -3.28024], [2.17638, -2.72168, -2.68200], [2.42912, -0.23086, -4.28485], [3.43831, -0.49324, 0.11602], [2.80049, -2.53966, -0.98114], [2.85897, 0.25537, -3.38783], [4.22645, 0.48719, -1.16092], [2.72320, 1.35109, -3.42232], [2.88098, 1.18126, -0.23097], [-2.32162, 0.01229, -1.05878], [-2.81715, 0.88529, 0.51067], [-3.57941, 0.87784, -2.14451], [-3.23080, -2.22264, -1.61405], [-4.43258, -1.12591, -0.80509], [-3.15460, -1.94429, 0.18066], [-3.39491, -1.49991, -0.79567], [-3.62618, 0.37272, -3.12395], [-4.54338, 0.80037, -1.61020], [-3.85989, 1.21506, 0.44243], [-2.18742, 1.78010, 0.63777], [-3.28872, 1.93276, -2.24652], [-2.69712, 0.20203, 1.35580], [-1.08926, -3.09578, -5.11401], [1.03642, 2.28845, 1.38177], [0.76202, 1.58672, 2.87116], [-0.38987, 1.58920, 3.60245], [-0.34944, 0.49342, 4.56739], [1.02528, -0.14899, 4.34776], [1.70808, 0.82227, 3.47062], [-1.26966, 1.81061, 3.13099], [-1.17555, -0.20192, 4.37699], [-0.39480, 0.92225, 5.56766], [0.92957, -1.11853, 3.81034], [1.63229, -0.25840, 5.25789], [2.43977, 0.43592, 2.84686]]}

{"formula": "C5H9BHfO4", "method": "wB97M-V/def2-TZVPD", "lumo_ev": -22.0, "total_charge": 4, "species": ["C", "B", "O", "C", "O", "C", "O", "O", "C", "C", "H", "H", "H", "H", "H", "H", "H", "H", "H", "Hf"], "xyz": [[2.09581, 1.12418, 0.19316], [0.53746, 1.15302, 0.08568], [-0.07616, 2.24589, -0.74754], [-0.46803, 0.10676, 0.81159], [-1.78370, 0.60960, 0.88664], [-2.55715, -0.12408, 0.01048], [-3.39239, 0.21053, -0.70326], [-2.00916, -1.44007, 0.13536], [-0.71279, -1.27850, -0.18126], [0.14936, -2.45002, -0.14701], [2.47573, 0.40486, -0.54530], [2.43298, 0.88842, 1.19360], [2.56531, 2.09293, -0.11653], [-0.13006, 1.89999, -1.66644], [-0.19591, -0.15489, 1.84307], [-0.71750, -0.81050, -1.20057], [-0.02012, -3.03610, -1.07446], [1.17580, -2.10642, -0.21184], [-0.03000, -3.07400, 0.72446], [0.66053, 3.73844, 0.71016]]}

What is the formula in the fourth record? C4H6O2